Entry from the Open Molecules 2025 dataset: C36H55N9 as an isolated structure (ωB97M-V/def2-TZVPD).

Atoms and positions in Å:
C  3.35  -19.85  9.15
C  4.84  -19.57  8.73
C  5.00  -18.77  7.48
C  3.80  -18.72  6.57
N  2.87  -18.70  5.90
H  3.33  -20.67  9.86
H  2.65  -20.10  8.36
H  3.05  -19.00  9.77
H  5.18  -20.57  8.49
H  5.60  -19.41  9.50
H  5.81  -19.02  6.80
H  5.25  -17.75  7.77
C  4.79  -20.49  11.40
C  5.12  -21.53  10.39
C  6.44  -21.29  9.81
C  7.58  -21.31  10.78
N  8.42  -21.38  11.58
H  5.34  -20.68  12.32
H  3.73  -20.38  11.62
H  5.11  -19.50  11.04
H  4.39  -21.70  9.60
H  5.21  -22.50  10.89
H  6.48  -20.28  9.38
H  6.72  -22.06  9.09
C  3.47  -21.99  6.23
C  4.51  -23.08  5.84
C  5.43  -23.38  7.02
C  6.06  -22.16  7.49
N  6.55  -21.23  7.95
H  2.55  -21.95  5.64
H  3.96  -21.02  6.10
H  3.13  -22.13  7.25
H  5.04  -22.78  4.94
H  4.06  -24.01  5.49
H  6.21  -24.00  6.58
H  4.94  -23.81  7.89
C  9.55  -22.05  9.16
C  8.44  -21.91  8.16
C  8.64  -22.64  6.79
C  8.71  -24.05  6.87
N  8.75  -25.20  6.93
H  9.26  -21.76  10.17
H  10.46  -21.48  8.93
H  9.78  -23.11  9.25
H  8.31  -20.84  7.99
H  7.49  -22.25  8.58
H  9.57  -22.37  6.29
H  7.79  -22.40  6.16
C  8.89  -21.93  13.30
C  9.52  -22.54  12.04
C  10.15  -23.94  12.22
C  11.19  -24.06  13.32
N  11.96  -24.13  14.11
H  9.57  -22.09  14.14
H  7.99  -22.54  13.44
H  8.61  -20.88  13.27
H  10.34  -21.84  11.84
H  8.91  -22.45  11.14
H  10.64  -24.18  11.27
H  9.45  -24.76  12.40
N  5.95  -18.51  14.93
C  7.17  -17.88  14.66
C  7.81  -18.46  13.59
C  6.94  -19.39  13.09
C  5.79  -19.38  13.89
H  5.26  -18.40  15.66
H  7.52  -17.08  15.30
H  8.75  -18.16  13.15
H  7.09  -20.03  12.23
H  4.88  -19.93  13.69
N  5.45  -17.91  12.29
C  5.63  -17.27  11.11
C  4.48  -17.42  10.35
C  3.61  -18.19  11.06
C  4.19  -18.47  12.33
H  6.15  -18.03  13.01
H  6.55  -16.75  10.87
H  4.37  -17.06  9.33
H  2.62  -18.49  10.76
H  3.97  -19.06  13.20
N  4.95  -22.73  14.33
C  6.18  -22.89  13.78
C  6.03  -23.42  12.52
C  4.70  -23.76  12.35
C  4.01  -23.21  13.45
H  4.76  -22.31  15.23
H  7.06  -22.56  14.31
H  6.85  -23.51  11.82
H  4.20  -24.20  11.50
H  2.98  -23.09  13.75
N  8.48  -18.95  10.36
C  8.07  -19.84  9.37
C  7.11  -19.19  8.59
C  6.85  -17.95  9.19
C  7.73  -17.80  10.30
H  9.20  -19.09  11.05
H  8.54  -20.81  9.33
H  6.73  -19.63  7.68
H  6.20  -17.16  8.85
H  7.82  -16.95  10.96

Computed properties:
Frontier orbital gap, eV: 6.750
Charge: 0
Max |F|, Eh/bohr: 0.274
HOMO, eV: -6.676
Energy above the lowest of the compared OMol25 structures with the same formula, charge and spin, eV: 40.712